[1]
Below is a structure of composition CH3BrO3S at a distorted geometry, with properties calculated with the ωB97M-V functional and the def2-TZVPD basis.

Values from the calculation:
Net charge: 0
Calculated total energy in a.u.: -3237.76947

Each line ends with the Löwdin charge.
Geometry (Å):
1 C 0.03 -0.08 0.09  -0.141
2 O -1.96 -2.18 0.10  -0.296
3 O 0.15 -2.69 -1.10  -0.323
4 O 0.12 -1.21 0.93  -0.340
5 S -0.59 -2.39 0.13  0.234
6 Br -0.33 -4.04 1.54  0.539
7 H 0.95 0.60 0.36  0.148
8 H -0.98 0.21 0.05  0.070
9 H 0.35 -0.35 -0.99  0.108


[2]
Below is a structure of composition C31H33MgN7OS2, with properties calculated with the ωB97M-V functional and the def2-TZVPD basis.

Values from the calculation:
Net charge: +2
Calculated total energy in a.u.: -2655.65233

Each line ends with the Löwdin charge.
Geometry (Å):
1 Mg 0.51 -0.17 0.27  0.430
2 C -1.95 -1.08 -4.45  -0.036
3 C 0.01 -0.49 -2.79  -0.225
4 N -0.62 -0.76 -1.46  -0.012
5 N -2.01 -0.91 -1.37  0.040
6 C -2.60 -0.90 -0.15  -0.800
7 N -3.94 -0.95 -0.17  0.127
8 S -1.74 -0.90 1.29  0.752
9 C 1.20 0.44 -2.60  -0.163
10 C 1.71 1.22 -3.62  0.021
11 C 2.84 2.00 -3.37  -0.005
12 C 3.44 1.96 -2.13  -0.014
13 C 2.85 1.17 -1.16  -0.090
14 N 1.75 0.44 -1.37  0.071
15 H -2.73 -0.38 -4.14  0.089
16 H -2.11 -2.06 -4.00  0.086
17 H -2.09 -1.22 -5.52  0.102
18 H -2.54 -0.79 -2.22  0.123
19 H -4.47 -1.07 -1.02  0.124
20 H -4.43 -1.03 0.70  0.115
21 H 1.27 1.23 -4.60  0.117
22 H 3.24 2.62 -4.16  0.128
23 H 4.33 2.53 -1.91  0.123
24 H 3.28 1.11 -0.16  0.126
25 N 0.66 1.62 1.22  -0.374
26 S -0.09 2.06 2.58  1.055
27 C -0.37 3.80 2.53  -0.417
28 C 0.70 4.69 2.56  -0.070
29 C 0.43 6.05 2.47  -0.050
30 C -0.89 6.49 2.36  -0.048
31 C -1.94 5.59 2.34  -0.054
32 C -1.68 4.22 2.42  -0.075
33 C 1.08 1.93 3.93  -0.398
34 C 0.75 2.50 5.15  -0.072
35 C 1.62 2.34 6.22  -0.050
36 C 2.79 1.61 6.06  -0.055
37 C 3.10 1.04 4.84  -0.059
38 C 2.24 1.19 3.76  -0.079
39 H 1.43 2.26 1.04  0.016
40 H 1.72 4.34 2.68  0.120
41 H 1.24 6.76 2.49  0.117
42 H -1.09 7.55 2.30  0.117
43 H -2.96 5.94 2.26  0.116
44 H -2.49 3.51 2.41  0.112
45 H -0.16 3.07 5.27  0.121
46 H 1.38 2.78 7.18  0.118
47 H 3.47 1.49 6.90  0.116
48 H 4.01 0.47 4.72  0.113
49 H 2.46 0.73 2.80  0.091
50 C 2.20 -5.36 -2.20  0.024
51 N 2.32 -4.52 -1.02  -0.041
52 N 1.82 -3.22 -0.94  0.091
53 C 1.92 -2.80 0.38  -0.361
54 O 1.53 -1.67 0.76  -0.074
55 C 2.51 -3.85 1.09  0.084
56 C 2.73 -4.88 0.21  -0.234
57 C 3.30 -6.23 0.47  0.011
58 C 1.40 -2.48 -2.07  -0.137
59 C 2.04 -2.51 -3.24  0.013
60 C 1.53 -2.06 -4.56  -0.023
61 C 0.51 -1.29 -4.97  -0.032
62 C -0.55 -0.51 -4.20  -0.273
63 C 0.06 -1.85 -2.19  -0.090
64 H 1.34 -5.06 -2.79  0.100
65 H 2.04 -6.38 -1.86  0.099
66 H 3.10 -5.33 -2.81  0.103
67 H 2.74 -3.85 2.14  0.132
68 H 3.64 -6.29 1.50  0.096
69 H 4.14 -6.44 -0.19  0.101
70 H 2.55 -7.01 0.31  0.098
71 H 3.00 -3.03 -3.28  0.124
72 H 2.14 -2.44 -5.37  0.116
73 H 0.42 -1.18 -6.05  0.129
74 H -0.57 0.50 -4.60  0.141
75 H -0.66 -2.53 -2.63  0.166


[3]
Below is a cluster of 7 separate species, C7H21N7O14 in total at a distorted geometry, with properties calculated with the ωB97M-V functional and the def2-TZVPD basis.

Values from the calculation:
Net charge: 0
Calculated total energy in a.u.: -1715.22124
SMILES: C[N+](=O)[O-].C[N+](=O)[O-].C[N+](=O)[O-].C[N+](=O)[O-].C[N+](=O)[O-].C[N+](=O)[O-].C[N+](=O)[O-]

Each line ends with the Löwdin charge.
Geometry (Å):
1 C -2.08 -6.67 15.87  0.044
2 N -3.01 -6.75 17.01  -0.474
3 O -2.90 -6.02 17.92  0.083
4 O -4.02 -7.46 16.95  0.036
5 H -1.11 -6.36 16.26  0.103
6 H -2.53 -5.95 15.19  0.107
7 H -2.09 -7.64 15.37  0.101
8 C -10.52 -5.57 21.34  0.052
9 N -10.54 -5.29 22.84  -0.408
10 O -9.84 -6.05 23.55  0.022
11 O -11.09 -4.33 23.35  0.054
12 H -9.63 -6.18 21.20  0.092
13 H -10.47 -4.61 20.83  0.093
14 H -11.38 -6.12 20.97  0.094
15 C 2.91 -0.69 14.19  0.034
16 N 3.31 -0.59 15.58  -0.500
17 O 2.66 -1.19 16.38  0.075
18 O 4.34 -0.04 15.85  0.078
19 H 2.45 0.26 13.93  0.106
20 H 2.21 -1.52 14.13  0.102
21 H 3.84 -0.83 13.64  0.105
22 C -6.13 -11.35 9.37  0.043
23 N -6.45 -11.21 10.86  -0.388
24 O -6.27 -10.12 11.49  0.019
25 O -6.92 -12.21 11.42  0.047
26 H -6.27 -12.32 8.91  0.093
27 H -5.09 -11.05 9.32  0.092
28 H -6.71 -10.61 8.81  0.093
29 C 3.06 -10.06 10.77  0.037
30 N 3.34 -9.49 12.12  -0.448
31 O 3.84 -10.22 12.98  0.043
32 O 3.04 -8.34 12.30  0.071
33 H 3.99 -10.57 10.52  0.099
34 H 2.91 -9.25 10.05  0.095
35 H 2.18 -10.69 10.79  0.103
36 C -3.78 -3.87 8.10  0.044
37 N -2.63 -4.51 8.81  -0.459
38 O -2.15 -4.00 9.78  0.083
39 O -2.32 -5.60 8.32  0.032
40 H -4.31 -3.23 8.81  0.095
41 H -4.48 -4.71 8.07  0.096
42 H -3.36 -3.48 7.17  0.108
43 C -1.06 -1.35 23.49  0.028
44 N -2.30 -0.65 23.90  -0.420
45 O -3.06 -1.21 24.70  0.053
46 O -2.53 0.43 23.35  0.047
47 H -0.43 -1.57 24.35  0.098
48 H -0.52 -0.68 22.81  0.094
49 H -1.25 -2.29 22.98  0.101


[4]
Below is an isolated molecule of C3H3NS at a distorted geometry, with properties calculated with the ωB97M-V functional and the def2-TZVPD basis.

Values from the calculation:
Net charge: 0
Calculated total energy in a.u.: -568.92857
SMILES: C#CC(N)=S

Each line ends with the Löwdin charge.
Geometry (Å):
1 C 1.80 1.14 1.29  0.121
2 C 0.97 0.57 0.61  -0.213
3 C -0.07 -0.14 0.10  -0.945
4 N -0.98 -0.74 0.97  -0.035
5 S -0.55 -0.27 -1.48  0.642
6 H 2.46 1.31 2.33  0.135
7 H -2.02 -0.86 0.55  0.141
8 H -1.01 -0.45 2.06  0.155


[5]
Below is a structure of composition C6H10O, with properties calculated with the ωB97M-V functional and the def2-TZVPD basis.

Values from the calculation:
Net charge: 0
Calculated total energy in a.u.: -309.78695

Each line ends with the Löwdin charge.
Geometry (Å):
1 C -1.57 0.40 -1.07  -0.064
2 C -0.84 -0.44 -0.03  -0.307
3 C 0.38 -1.29 -0.50  -0.076
4 C 1.20 -0.74 0.68  -0.266
5 O 2.07 0.34 0.30  -0.081
6 C 1.05 1.31 0.59  -0.134
7 C 0.06 0.22 1.05  -0.162
8 H -1.00 1.30 -1.35  0.066
9 H -2.56 0.72 -0.72  0.074
10 H -1.72 -0.18 -1.99  0.078
11 H -1.56 -1.09 0.48  0.134
12 H 0.21 -2.37 -0.51  0.108
13 H 0.81 -0.98 -1.46  0.122
14 H 1.68 -1.44 1.37  0.146
15 H 0.77 1.90 -0.29  0.109
16 H 1.37 1.99 1.39  0.118
17 H -0.35 0.34 2.06  0.135